A gas-phase ion, C3H9N2Si2 (charge +1) at a distorted geometry, computed with ωB97M-V/def2-TZVPD.

Net charge = +1
HOMO level (spin up / spin down) = -0.529 / -0.529 Ha
Relative energy (zero: lowest compared OMol25 entry of this formula, charge and spin) = 50.7 kcal per mole
Frontier orbital gap (spin up / spin down) = 9.109 / 9.108 eV
E_tot = -807.8419 a.u.

```
16
Properties=species:S:1:pos:R:3:forces:R:3
Si -1.868 1.168 0.505 0.046 -0.111 -0.129
Si 0.217 -0.863 -2.047 0.144 0.200 0.615
N 1.681 -0.651 0.384 0.695 -0.175 0.573
N -0.322 0.339 0.491 1.704 0.123 3.131
C 0.526 -0.286 -0.198 -0.292 -0.252 -1.285
C 0.956 0.292 2.414 -1.679 -0.026 -2.860
C 1.863 -0.329 1.737 0.429 -0.375 -0.597
H 2.816 -0.651 2.138 0.013 0.068 0.284
H -0.733 -1.957 -1.873 -0.122 -0.150 -0.114
H -0.309 0.302 -2.741 -0.102 0.140 -0.152
H -2.161 1.457 -0.898 -0.175 0.098 -0.146
H 0.476 0.749 3.237 -0.184 0.263 0.512
H -1.592 2.348 1.313 -0.178 0.209 0.091
H -2.772 0.200 1.112 -0.290 0.022 0.106
H 2.413 -1.128 -0.125 -0.108 0.056 0.090
H 1.542 -1.283 -2.502 0.099 -0.090 -0.119
```
Forces are in eV/Å.